*a*
Below is a cluster of 4 separate species, C3H12N3O in total, with properties calculated with wB97M-V/def2-TZVPD.

```
! wB97M-V def2-TZVPD RIJCOSX def2/J DEFGRID3
* xyz 1 1
C 2.703 -0.653 0.299
C 1.754 -1.519 0.674
N -1.468 -0.501 0.300
C -0.967 0.727 0.053
N -1.557 1.742 0.747
N 0.079 1.037 -0.698
H 2.342 0.358 0.090
H 3.755 -0.819 0.504
H 4.216 -0.295 -2.232
H 1.992 -2.578 0.785
H 0.687 -1.307 0.797
H -1.654 -0.495 1.312
H -1.256 2.667 0.461
H -2.482 1.723 1.154
H 0.363 0.209 -1.242
H 4.690 -0.391 -2.788
H -5.118 0.153 -0.426
H -3.625 -0.218 -0.042
O -4.453 0.158 0.253
*
```

For the lowest unoccupied orbital energy, the calculation gives -10.0 eV. The calculation puts the HOMO-LUMO gap at 4.33 eV.

Charge distribution, Löwdin scheme, values in e: atom 1 (C): -0.03, atom 2 (C): -0.03, atom 3 (N): 0.33, atom 4 (C): -0.54, atom 5 (N): 0.18, atom 6 (N): 0.35, atom 7 (H): 0.05, atom 8 (H): 0.08, atom 9 (H): 0.00, atom 10 (H): 0.08, atom 11 (H): 0.02, atom 12 (H): 0.12, atom 13 (H): 0.13, atom 14 (H): 0.12, atom 15 (H): 0.11, atom 16 (H): 0.03, atom 17 (H): 0.05, atom 18 (H): -0.02, atom 19 (O): -0.03


*b*
Below is a cluster of 2 separate species, C3H12N3O in total, with properties calculated with wB97M-V/def2-TZVPD.

```
! wB97M-V def2-TZVPD RIJCOSX def2/J DEFGRID3
* xyz 1 1
C -2.235 -0.768 0.128
C 2.468 0.277 -0.535
C -0.934 -0.061 0.146
N 2.213 1.120 0.398
N 0.215 -0.649 -0.716
N -1.093 1.381 -0.245
O 3.206 -0.833 -0.391
H -2.695 -0.495 -0.844
H -2.200 -1.772 0.212
H -2.910 -0.325 0.870
H -0.382 -0.052 1.196
H 1.394 1.747 0.290
H 2.590 1.053 1.261
H 0.129 -0.420 -1.682
H 0.451 -1.532 -0.517
H -0.604 1.847 0.497
H 2.429 0.589 -1.629
H -2.095 1.579 0.005
H 3.261 -1.112 0.526
*
```

For the lowest unoccupied orbital energy, the calculation gives -3.9 eV. The calculation puts the HOMO-LUMO gap at 9.87 eV.

Charge distribution, Löwdin scheme, values in e: atom 1 (C): -0.05, atom 2 (C): -0.19, atom 3 (C): -0.46, atom 4 (N): 0.22, atom 5 (N): 0.07, atom 6 (N): 0.03, atom 7 (O): 0.14, atom 8 (H): 0.11, atom 9 (H): 0.04, atom 10 (H): 0.10, atom 11 (H): 0.15, atom 12 (H): 0.15, atom 13 (H): 0.10, atom 14 (H): 0.09, atom 15 (H): 0.03, atom 16 (H): 0.04, atom 17 (H): 0.19, atom 18 (H): 0.10, atom 19 (H): 0.14


Stability, highest: *b*


*a*
Below is a cluster of 2 separate species, C3H12N3O in total, with properties calculated with wB97M-V/def2-TZVPD.

```
! wB97M-V def2-TZVPD RIJCOSX def2/J DEFGRID3
* xyz 1 1
C 1.907 0.033 -0.844
C -0.247 1.557 -0.766
N -0.997 0.666 -0.011
N 1.047 1.286 -1.255
N -0.703 2.806 -1.031
H -0.899 -0.339 -0.085
H -1.566 1.034 0.698
H 1.299 1.792 -2.072
H -0.175 3.552 -1.394
H -1.717 2.964 -0.950
H 2.615 0.368 0.027
H 2.668 -0.376 -1.569
H 1.195 -0.790 -0.614
C -0.905 -2.280 1.903
O -0.288 -2.239 0.724
H -0.043 -3.265 0.511
H -1.503 -1.437 2.017
H -1.526 -3.062 2.043
H -0.163 -2.271 2.668
*
```

For the lowest unoccupied orbital energy, the calculation gives -2.8 eV. The calculation puts the HOMO-LUMO gap at 10.99 eV.

Charge distribution, Löwdin scheme, values in e: atom 1 (C): -0.01, atom 2 (C): -0.33, atom 3 (N): 0.22, atom 4 (N): 0.05, atom 5 (N): 0.19, atom 6 (H): 0.09, atom 7 (H): 0.10, atom 8 (H): 0.12, atom 9 (H): 0.11, atom 10 (H): 0.15, atom 11 (H): 0.12, atom 12 (H): 0.10, atom 13 (H): 0.05, atom 14 (C): -0.22, atom 15 (O): -0.15, atom 16 (H): 0.20, atom 17 (H): 0.06, atom 18 (H): 0.06, atom 19 (H): 0.09


*b*
Below is a cluster of 2 separate species, C3H12N3O in total, with properties calculated with wB97M-V/def2-TZVPD.

```
! wB97M-V def2-TZVPD RIJCOSX def2/J DEFGRID3
* xyz 1 1
C 1.529 0.621 0.870
N 1.322 0.706 -0.619
C 1.841 -0.458 -1.342
H 1.217 1.556 1.310
H 0.891 -0.192 1.224
H 2.569 0.424 1.102
H 1.829 1.511 -0.949
H 0.264 0.826 -0.826
H 2.915 -0.636 -1.200
H 1.601 -0.343 -2.401
H 1.342 -1.376 -1.005
N -2.338 -1.286 -0.281
C -1.934 0.000 0.175
N -2.158 0.208 1.532
O -1.475 0.893 -0.531
H -2.330 -1.309 -1.326
H -3.211 -1.583 0.150
H -2.160 -0.588 2.158
H -1.714 1.025 1.958
*
```

For the lowest unoccupied orbital energy, the calculation gives -2.9 eV. The calculation puts the HOMO-LUMO gap at 11.43 eV.

Charge distribution, Löwdin scheme, values in e: atom 1 (C): 0.00, atom 2 (N): -0.06, atom 3 (C): -0.03, atom 4 (H): 0.10, atom 5 (H): 0.10, atom 6 (H): 0.10, atom 7 (H): 0.17, atom 8 (H): 0.14, atom 9 (H): 0.11, atom 10 (H): 0.11, atom 11 (H): 0.11, atom 12 (N): 0.14, atom 13 (C): -0.61, atom 14 (N): 0.15, atom 15 (O): 0.00, atom 16 (H): 0.13, atom 17 (H): 0.11, atom 18 (H): 0.11, atom 19 (H): 0.12


Stability, highest: *b*


*a*
Below is a cluster of 2 separate species, C3H12N3O in total, with properties calculated with wB97M-V/def2-TZVPD.

```
! wB97M-V def2-TZVPD RIJCOSX def2/J DEFGRID3
* xyz 1 1
C 0.691 -1.072 0.902
C -0.741 -0.870 0.623
C -0.899 1.242 -0.050
N 1.512 -0.492 -0.242
N -1.224 -1.629 -0.392
N 0.455 1.778 0.136
O -1.125 0.842 -1.427
H 1.075 -2.160 0.736
H 0.953 -0.666 1.976
H -1.463 -0.823 1.427
H -1.671 1.738 0.567
H 2.476 -0.640 -0.016
H 1.389 -0.822 -1.182
H -0.815 -1.321 -1.208
H -2.205 -1.705 -0.435
H 0.541 2.530 -0.455
H 0.505 1.957 1.143
H 1.281 0.577 -0.084
H -0.735 1.536 -2.020
*
```

For the lowest unoccupied orbital energy, the calculation gives -3.2 eV. The calculation puts the HOMO-LUMO gap at 8.74 eV.

Charge distribution, Löwdin scheme, values in e: atom 1 (C): -0.14, atom 2 (C): -0.25, atom 3 (C): -0.20, atom 4 (N): 0.13, atom 5 (N): 0.08, atom 6 (N): 0.03, atom 7 (O): -0.07, atom 8 (H): 0.16, atom 9 (H): 0.17, atom 10 (H): 0.13, atom 11 (H): 0.13, atom 12 (H): 0.14, atom 13 (H): 0.15, atom 14 (H): 0.05, atom 15 (H): 0.10, atom 16 (H): 0.08, atom 17 (H): 0.13, atom 18 (H): 0.06, atom 19 (H): 0.12


*b*
Below is a cluster of 2 separate species, C3H12N3O in total, with properties calculated with wB97M-V/def2-TZVPD.

```
! wB97M-V def2-TZVPD RIJCOSX def2/J DEFGRID3
* xyz 1 1
C -0.015 0.488 -1.502
C 0.496 -1.641 -0.335
N -0.510 -1.434 0.684
N 0.567 -0.862 -1.467
N 1.336 -2.638 -0.254
H -0.852 -0.485 0.704
H -0.352 -1.833 1.576
H 1.197 -1.097 -2.230
H 1.777 -2.934 -1.101
H 1.635 -3.072 0.571
H 0.563 1.185 -0.660
H -1.189 0.392 -1.208
H 0.138 0.970 -2.479
C -0.572 2.370 1.422
O -1.269 1.270 1.133
H -2.021 1.571 0.467
H -1.047 2.955 2.115
H 0.382 1.946 2.083
H -0.264 2.848 0.482
*
```

For the lowest unoccupied orbital energy, the calculation gives -3.0 eV. The calculation puts the HOMO-LUMO gap at 11.19 eV.

Charge distribution, Löwdin scheme, values in e: atom 1 (C): -0.06, atom 2 (C): -0.33, atom 3 (N): 0.22, atom 4 (N): 0.01, atom 5 (N): 0.21, atom 6 (H): 0.04, atom 7 (H): 0.11, atom 8 (H): 0.16, atom 9 (H): 0.13, atom 10 (H): 0.12, atom 11 (H): 0.13, atom 12 (H): 0.13, atom 13 (H): 0.09, atom 14 (C): -0.21, atom 15 (O): -0.21, atom 16 (H): 0.17, atom 17 (H): 0.05, atom 18 (H): 0.16, atom 19 (H): 0.08


Stability, highest: *b*


*a*
Below is a cluster of 2 separate species, CH6N2O in total, with properties calculated with wB97M-V/def2-TZVPD.

```
! wB97M-V def2-TZVPD RIJCOSX def2/J DEFGRID3
* xyz 0 1
C 0.113 -0.800 0.340
N -0.443 1.482 0.616
N -0.833 0.156 0.255
O 0.981 -1.377 -1.299
H 1.065 -0.511 0.635
H -0.315 -1.818 0.412
H -1.203 2.104 0.586
H 0.323 1.900 -0.035
H -1.562 0.210 -0.533
H 1.874 -1.346 -0.977
*
```

For the lowest unoccupied orbital energy, the calculation gives 0.9 eV. The calculation puts the HOMO-LUMO gap at 9.87 eV.

Charge distribution, Löwdin scheme, values in e: atom 1 (C): -0.06, atom 2 (N): -0.02, atom 3 (N): -0.14, atom 4 (O): -0.27, atom 5 (H): 0.08, atom 6 (H): 0.11, atom 7 (H): 0.04, atom 8 (H): 0.12, atom 9 (H): 0.18, atom 10 (H): -0.05


*b*
Below is a cluster of 2 separate species, CH6N2O in total, with properties calculated with wB97M-V/def2-TZVPD.

```
! wB97M-V def2-TZVPD RIJCOSX def2/J DEFGRID3
* xyz 0 1
H 1.405 1.382 -0.211
N 1.401 0.411 -0.475
C 0.848 -0.342 0.462
N -0.143 -0.071 1.377
H 1.110 -1.360 0.585
H -0.407 0.973 1.286
H -0.885 -0.758 1.444
O -1.566 0.028 -1.219
H -0.639 0.067 -0.968
H -1.953 -0.851 -1.475
*
```

For the lowest unoccupied orbital energy, the calculation gives 0.8 eV. The calculation puts the HOMO-LUMO gap at 10.30 eV.

Charge distribution, Löwdin scheme, values in e: atom 1 (H): 0.03, atom 2 (N): 0.05, atom 3 (C): -0.38, atom 4 (N): 0.05, atom 5 (H): 0.10, atom 6 (H): 0.14, atom 7 (H): 0.09, atom 8 (O): -0.10, atom 9 (H): -0.04, atom 10 (H): 0.07


Stability, highest: *b*


*a*
Below is a structure of composition C18H22BN6OS4Tl, with properties calculated with wB97M-V/def2-TZVPD.

```
! wB97M-V def2-TZVPD RIJCOSX def2/J DEFGRID3
* xyz -2 1
Tl 0.367 0.456 -2.447
C -1.990 3.733 -1.251
C -2.103 2.755 -0.120
C -2.865 2.838 1.063
C -2.583 1.670 1.744
C -3.090 1.220 3.077
N -1.716 0.961 0.988
N -1.418 1.626 -0.150
B -1.032 -0.383 1.340
N -1.515 -1.547 0.443
N -1.152 -1.639 -0.856
C -1.663 -2.766 -1.314
C -1.442 -3.167 -2.739
C -2.375 -3.436 -0.296
C -2.250 -2.623 0.811
C -2.787 -2.838 2.191
N 0.509 -0.256 1.337
N 1.271 0.022 0.242
C 2.526 0.060 0.653
C 3.669 0.346 -0.266
C 2.599 -0.203 2.035
C 1.296 -0.402 2.430
C 0.807 -0.717 3.811
H -2.501 4.666 -1.010
H -2.430 3.326 -2.164
H -0.944 3.952 -1.468
H -3.520 3.634 1.384
H -3.807 1.952 3.454
H -2.283 1.125 3.806
H -3.588 0.251 3.019
H -1.375 -0.651 2.458
H -0.697 -2.513 -3.191
H -2.363 -3.093 -3.324
H -1.083 -4.196 -2.811
H -2.899 -4.379 -0.352
H -3.381 -3.753 2.203
H -3.421 -2.013 2.516
H -1.986 -2.939 2.925
H 3.335 0.509 -1.289
H 4.369 -0.493 -0.273
H 4.203 1.241 0.059
H 3.481 -0.242 2.657
H 1.667 -0.769 4.480
H 0.282 -1.673 3.852
H 0.124 0.046 4.188
O 7.114 1.833 -5.409
C 5.993 1.616 -4.978
S 4.965 2.825 -4.230
C 3.614 1.782 -3.740
C 3.763 0.467 -4.016
S 2.711 -0.891 -3.698
S 5.283 0.020 -4.817
S 2.310 2.644 -2.959
*
```

For the lowest unoccupied orbital energy, the calculation gives 4.2 eV. The calculation puts the HOMO-LUMO gap at 4.77 eV.

Charge distribution, Löwdin scheme, values in e: atom 1 (Tl): 0.47, atom 2 (C): -0.05, atom 3 (C): -0.37, atom 4 (C): -0.02, atom 5 (C): -0.30, atom 6 (C): -0.04, atom 7 (N): 0.02, atom 8 (N): 0.08, atom 9 (B): -0.52, atom 10 (N): 0.02, atom 11 (N): 0.07, atom 12 (C): -0.37, atom 13 (C): -0.05, atom 14 (C): -0.02, atom 15 (C): -0.30, atom 16 (C): -0.04, atom 17 (N): 0.02, atom 18 (N): 0.08, atom 19 (C): -0.35, atom 20 (C): -0.05, atom 21 (C): -0.01, atom 22 (C): -0.30, atom 23 (C): -0.05, atom 24 (H): 0.06, atom 25 (H): 0.07, atom 26 (H): 0.07, atom 27 (H): 0.09, atom 28 (H): 0.07, atom 29 (H): 0.07, atom 30 (H): 0.06, atom 31 (H): 0.10, atom 32 (H): 0.05, atom 33 (H): 0.07, atom 34 (H): 0.07, atom 35 (H): 0.09, atom 36 (H): 0.07, atom 37 (H): 0.06, atom 38 (H): 0.07, atom 39 (H): -0.01, atom 40 (H): 0.08, atom 41 (H): 0.08, atom 42 (H): 0.09, atom 43 (H): 0.07, atom 44 (H): 0.07, atom 45 (H): 0.07, atom 46 (O): -0.15, atom 47 (C): -1.10, atom 48 (S): 0.87, atom 49 (C): -1.22, atom 50 (C): -1.22, atom 51 (S): 0.25, atom 52 (S): 0.87, atom 53 (S): 0.25


*b*
Below is a structure of composition C18H22BN6OS4Tl, with properties calculated with wB97M-V/def2-TZVPD.

```
! wB97M-V def2-TZVPD RIJCOSX def2/J DEFGRID3
* xyz -2 1
Tl 0.502 -2.171 -1.228
C -2.922 -2.996 0.687
C -2.521 -1.562 0.830
C -3.335 -0.450 1.106
C -2.467 0.621 1.163
C -2.788 2.067 1.358
N -1.223 0.154 0.913
N -1.257 -1.190 0.719
B 0.117 0.907 1.138
N 1.058 0.100 2.082
N 1.567 -1.115 1.785
C 2.306 -1.480 2.813
C 3.024 -2.792 2.812
C 2.288 -0.485 3.817
C 1.479 0.506 3.306
C 1.101 1.808 3.940
N 0.842 1.274 -0.185
N 1.617 0.371 -0.843
C 2.284 1.039 -1.768
C 3.232 0.344 -2.690
C 1.959 2.407 -1.712
C 1.048 2.515 -0.684
C 0.319 3.732 -0.215
H -4.006 -3.093 0.741
H -2.472 -3.599 1.479
H -2.592 -3.392 -0.275
H -4.408 -0.426 1.220
H -3.819 2.169 1.699
H -2.688 2.613 0.417
H -2.126 2.539 2.086
H -0.124 1.927 1.724
H 2.816 -3.317 1.880
H 2.699 -3.420 3.646
H 4.105 -2.651 2.900
H 2.794 -0.494 4.771
H 1.578 1.879 4.919
H 0.021 1.894 4.074
H 1.423 2.660 3.337
H 3.398 -0.675 -2.343
H 4.188 0.871 -2.727
H 2.819 0.291 -3.700
H 2.317 3.201 -2.350
H 0.773 4.620 -0.655
H 0.337 3.825 0.872
H -0.728 3.699 -0.525
O -3.148 -1.982 -7.925
C -2.600 -1.919 -6.835
S -0.976 -1.310 -6.574
C -0.872 -1.547 -4.814
C -1.971 -2.076 -4.231
S -2.255 -2.414 -2.554
S -3.322 -2.442 -5.327
S 0.610 -1.036 -4.075
*
```

For the lowest unoccupied orbital energy, the calculation gives 4.3 eV. The calculation puts the HOMO-LUMO gap at 4.63 eV.

Charge distribution, Löwdin scheme, values in e: atom 1 (Tl): 0.52, atom 2 (C): -0.07, atom 3 (C): -0.39, atom 4 (C): -0.01, atom 5 (C): -0.29, atom 6 (C): -0.04, atom 7 (N): 0.03, atom 8 (N): 0.03, atom 9 (B): -0.51, atom 10 (N): 0.02, atom 11 (N): 0.10, atom 12 (C): -0.37, atom 13 (C): -0.05, atom 14 (C): -0.02, atom 15 (C): -0.30, atom 16 (C): -0.05, atom 17 (N): 0.03, atom 18 (N): 0.03, atom 19 (C): -0.38, atom 20 (C): -0.09, atom 21 (C): 0.00, atom 22 (C): -0.29, atom 23 (C): -0.04, atom 24 (H): 0.07, atom 25 (H): 0.07, atom 26 (H): -0.02, atom 27 (H): 0.09, atom 28 (H): 0.07, atom 29 (H): 0.07, atom 30 (H): 0.06, atom 31 (H): 0.09, atom 32 (H): 0.07, atom 33 (H): 0.06, atom 34 (H): 0.06, atom 35 (H): 0.09, atom 36 (H): 0.07, atom 37 (H): 0.07, atom 38 (H): 0.07, atom 39 (H): 0.06, atom 40 (H): 0.06, atom 41 (H): 0.01, atom 42 (H): 0.09, atom 43 (H): 0.07, atom 44 (H): 0.06, atom 45 (H): 0.07, atom 46 (O): -0.16, atom 47 (C): -1.11, atom 48 (S): 0.87, atom 49 (C): -1.22, atom 50 (C): -1.22, atom 51 (S): 0.34, atom 52 (S): 0.87, atom 53 (S): 0.34


Stability, highest: *a*


*a*
Below is an isolated molecule of C2H4N2S3, with properties calculated with wB97M-V/def2-TZVPD.

```
! wB97M-V def2-TZVPD RIJCOSX def2/J DEFGRID3
* xyz 0 1
S -2.560 0.932 -0.138
C -0.965 0.405 0.702
C -0.355 -0.968 0.244
N 0.855 -1.034 -0.123
N 1.471 0.144 -0.196
S 3.186 0.118 -0.254
S 0.428 1.468 0.397
H -2.812 0.165 -1.193
H -1.365 0.381 1.773
H -1.109 -1.713 0.391
H 3.227 0.103 -1.605
*
```

For the lowest unoccupied orbital energy, the calculation gives 0.3 eV. The calculation puts the HOMO-LUMO gap at 8.59 eV.

Charge distribution, Löwdin scheme, values in e: atom 1 (S): 0.65, atom 2 (C): -0.92, atom 3 (C): -0.23, atom 4 (N): -0.07, atom 5 (N): -0.88, atom 6 (S): 0.74, atom 7 (S): 0.85, atom 8 (H): -0.17, atom 9 (H): 0.07, atom 10 (H): 0.10, atom 11 (H): -0.14


*b*
Below is a structure of composition C2H4N2S3, with properties calculated with wB97M-V/def2-TZVPD.

```
! wB97M-V def2-TZVPD RIJCOSX def2/J DEFGRID3
* xyz 0 1
C -1.164 -0.559 -0.096
C 1.131 -0.911 0.314
H -2.170 -2.377 -0.109
H -0.454 -2.438 -0.674
H 1.863 1.729 0.715
H 0.758 -1.825 0.782
N -1.255 -1.805 -0.277
N 0.115 -0.038 0.177
S -2.577 0.309 0.124
S 0.331 1.770 -0.165
S 2.758 -0.414 -0.042
*
```

For the lowest unoccupied orbital energy, the calculation gives -1.0 eV. The calculation puts the HOMO-LUMO gap at 7.46 eV.

Charge distribution, Löwdin scheme, values in e: atom 1 (C): -1.04, atom 2 (C): -0.67, atom 3 (H): 0.17, atom 4 (H): 0.17, atom 5 (H): 0.03, atom 6 (H): 0.08, atom 7 (N): 0.03, atom 8 (N): -0.50, atom 9 (S): 0.59, atom 10 (S): 0.62, atom 11 (S): 0.52


Stability, highest: *a*